C4H6N2O2 | wB97M-V/def2-TZVPD

Summary:
- Total energy: -415.8386 Eh
- Max |F|: 3.3 eV/A
- HOMO energy: -8.79 eV
- SMILES string: C=C(C)/N=N\C(=O)O
- Energy relative to the best compared isomer or geometry (same formula, charge and spin): 530.35 kJ/mol

Structure (XYZ):
```
14
Properties=species:S:1:pos:R:3:forces:R:3
C 0.331 1.096 -1.341 -0.074 -0.118 0.480
C -0.026 0.045 -0.591 -1.235 -0.470 -1.020
C 0.393 -1.366 -0.863 0.017 -0.086 -0.008
N -1.723 -0.030 0.042 1.640 -0.287 -1.614
N -1.778 0.273 1.182 1.560 0.938 1.174
C -0.238 0.731 1.347 -2.397 0.885 2.130
O -0.053 1.917 1.424 0.196 -0.893 -0.537
O 0.405 -0.297 1.958 0.399 -0.043 -0.513
H 0.987 0.987 -2.201 0.127 -0.040 0.171
H 0.037 2.103 -1.067 -0.151 -0.047 -0.114
H 1.076 -1.426 -1.714 -0.033 0.065 0.054
H -0.476 -1.992 -1.084 0.030 0.072 0.032
H 0.894 -1.794 0.007 -0.034 0.009 -0.031
H 0.171 -0.249 2.900 -0.046 0.015 -0.204
```
Positions in Å, forces in eV/Å.

The net atomic charges from Löwdin, expressed in e, are: atom 1 (C): 0.082, atom 2 (C): -0.328, atom 3 (C): -0.080, atom 4 (N): 0.140, atom 5 (N): 0.088, atom 6 (C): -0.606, atom 7 (O): 0.106, atom 8 (O): 0.080, atom 9 (H): 0.077, atom 10 (H): 0.073, atom 11 (H): 0.079, atom 12 (H): 0.078, atom 13 (H): 0.072, atom 14 (H): 0.139